No. 1
66
Properties=species:S:1:pos:R:3 method="wB97M-V/def2-TZVPD" energy_ev=-143772.449 total_charge=+2 homo_lumo_gap_ev=6.156 max_force_ev_per_a=0.35 relative_energy_kcal_mol=0.0
Pb 0.61332 -0.19251 -1.06724
Cl 1.70410 -6.46813 2.89966
C 1.93505 -5.21298 1.79556
C 3.23098 -5.19611 1.03532
Cl 4.33825 -6.43317 1.35992
C 3.51367 -4.24152 0.12864
Cl 4.95542 -4.16505 -0.76290
C 2.52357 -3.19215 -0.13683
O 2.65713 -2.30465 -0.94240
C 1.20676 -3.20188 0.67706
O 0.41861 -2.30293 0.45662
C 0.97872 -4.27330 1.62656
Cl -0.50418 -4.25765 2.47022
C -2.57559 0.04303 1.46713
P -2.14490 -0.00908 -0.29005
C -2.98199 1.44008 -1.00729
C -3.10152 -1.42478 -0.94843
C -2.80985 -1.74716 -2.41542
P -1.05868 -2.23026 -2.67856
C -1.03651 -3.95961 -2.09892
C -0.92530 -2.39363 -4.48450
H -3.65861 0.11004 1.58393
H -2.10638 0.90878 1.93404
H -2.21395 -0.85611 1.96561
H -4.06437 1.32973 -0.91680
H -2.72283 1.56594 -2.05639
H -2.68455 2.34075 -0.46863
H -4.16004 -1.18515 -0.81078
H -2.89020 -2.28717 -0.31008
H -3.02714 -0.88699 -3.05429
H -3.45833 -2.56026 -2.75213
H -1.82242 -4.54327 -2.58168
H -1.17124 -4.00713 -1.01804
H -0.07412 -4.41224 -2.34340
H -1.67648 -3.08260 -4.87458
H 0.06393 -2.76536 -4.74941
H -1.06010 -1.42032 -4.95615
Cl 0.44311 5.54772 -2.72551
C -0.12770 4.34713 -3.88830
Cl 0.97720 4.20064 -5.24472
Cl -1.76485 4.71221 -4.42341
C -0.16695 3.04235 -3.18932
N -0.19883 2.03327 -2.64688
C 0.44128 4.86583 1.89417
C -0.55666 4.15036 1.00878
N -0.06704 2.80578 0.73164
C 0.79004 2.08583 1.51317
N 1.12007 0.87900 1.11286
C 2.02122 0.08621 1.94639
C 2.96133 0.95591 2.75794
C 2.13183 1.94993 3.54243
N 1.24649 2.67905 2.63589
C 0.75282 3.98107 3.08316
H 0.03506 5.81833 2.23128
H 1.35910 5.06616 1.33780
H -0.68234 4.67109 0.05911
H -1.53422 4.11187 1.50045
H -0.35648 2.36745 -0.12381
H 2.60157 -0.57121 1.29065
H 1.44399 -0.56227 2.61615
H 3.64309 1.49094 2.09362
H 3.56155 0.35113 3.43702
H 2.76672 2.68448 4.03727
H 1.54796 1.44471 4.31898
H 1.53231 4.42453 3.70122
H -0.13190 3.85529 3.71660


No. 2
58
Properties=species:S:1:pos:R:3 method="wB97M-V/def2-TZVPD" energy_ev=-112736.938 multiplicity=5 total_charge=-1 homo_lumo_gap_ev="6.622 / 6.201" max_force_ev_per_a=0.87
Co -1.35390 0.21968 -0.27717
C 4.54414 0.22185 0.49302
C 3.95908 -0.94834 -0.32114
C 3.43265 -2.15153 0.47932
C 3.09786 -0.50650 -1.52003
C 3.83198 -0.57507 -2.70699
C 3.32390 -0.23334 -3.94246
C 2.01948 0.19805 -4.00208
C 1.22307 0.28128 -2.86685
C -0.17107 0.81693 -3.11646
C -0.13130 2.32498 -3.35527
C -0.89604 0.09355 -4.25617
C 1.73532 -0.06539 -1.59102
N 0.80851 -0.05999 -0.51148
C 1.22009 -0.02181 0.72507
C 0.38447 -0.15484 1.84675
C 0.74701 -0.20759 3.20323
C -0.43740 -0.37753 3.90287
C -1.47944 -0.40295 2.94610
N -0.97861 -0.27302 1.71640
C -2.95705 -0.51218 3.24275
C -3.42326 0.78203 3.92335
C -3.19632 -1.69703 4.18789
C -3.76972 -0.72775 1.97141
H 5.12712 -0.15919 1.33543
H 3.82545 0.93996 0.88088
H 5.21907 0.79265 -0.14829
H 4.84883 -1.35714 -0.80223
H 2.43067 -2.05662 0.88908
H 4.10767 -2.36297 1.31275
H 3.42286 -3.02866 -0.17054
H 4.85891 -0.91702 -2.64516
H 3.93363 -0.31288 -4.83379
H 1.58709 0.47724 -4.95542
H -0.77712 0.64770 -2.23766
H 0.49090 2.55029 -4.22675
H 0.28517 2.84710 -2.49239
H -1.13601 2.71505 -3.52604
H -0.61618 0.50008 -5.23154
H -1.97391 0.22329 -4.14347
H -0.68058 -0.97589 -4.25370
H 2.25636 0.12020 0.95979
H 1.75204 -0.15349 3.59750
H -0.55422 -0.47073 4.97218
H -2.84226 0.98168 4.82676
H -4.47838 0.70469 4.20104
H -3.31562 1.63305 3.24810
H -2.63266 -1.58911 5.11673
H -2.89734 -2.63563 3.71638
H -4.25749 -1.76290 4.44276
H -3.71001 0.13885 1.31386
H -4.82346 -0.86728 2.22464
H -3.42495 -1.60526 1.42034
S -3.95921 2.82364 -3.08586
Sb -3.78660 2.38013 -0.92830
S -2.65329 -1.21525 -1.34732
S -1.66523 2.54459 -0.06013
S -5.49467 2.42637 0.45931


No. 3
66
Properties=species:S:1:pos:R:3 method="wB97M-V/def2-TZVPD" energy_ev=-86983.852 multiplicity=3 homo_lumo_gap_ev="6.529 / 6.545" max_force_ev_per_a=3.06 relative_energy_kcal_mol=0.0
C -0.71089 3.95896 -1.62713
C -0.85281 2.64570 -1.11114
N 0.06925 2.20328 -0.16576
C 1.00862 3.04997 0.31838
C 1.13779 4.35230 -0.15230
C 0.26750 4.80847 -1.14563
C -1.91599 1.80908 -1.56363
P -2.50300 0.31949 -0.78618
Pr 0.09567 -0.25926 0.42629
P 2.85966 0.98308 0.87844
C 1.93757 2.51684 1.41331
C 0.00392 -2.88439 0.35026
C -1.14172 -3.54977 0.73411
C -1.11645 -4.96374 0.81576
C 0.04616 -5.67126 0.49577
C 1.18120 -4.97245 0.07147
C 1.15446 -3.55748 0.00392
O -0.35586 1.33131 -6.22258
O -1.77390 -3.54463 -3.11894
H -1.41731 4.27503 -2.38942
H 1.93524 4.97627 0.25583
H 0.37157 5.81912 -1.53512
C -4.00611 0.79200 0.14431
C -3.20178 -0.70195 -2.13240
H 2.70175 3.26788 1.65724
H 1.34772 2.31365 2.32006
H -1.13597 0.82253 -6.40842
H -2.46364 2.17085 -2.44205
C 3.46407 0.37186 2.48263
C 4.38146 1.72352 0.18131
H -2.06477 -3.01774 0.99042
H -2.01290 -5.50186 1.13065
H 0.06817 -6.76148 0.57403
H 2.08544 -5.51671 -0.20471
H 2.04676 -3.02100 -0.33321
H 1.59210 -0.17410 -1.12020
H -1.41485 -4.04545 -2.36815
H -1.03187 -3.39908 -3.69449
H 0.20242 0.74734 -5.68429
H 1.52450 -0.89987 -1.31575
H -4.88773 0.72200 -0.50420
H -4.13245 0.11902 1.00121
H -3.90228 1.81820 0.51153
H -3.97903 -0.16567 -2.69248
H -2.40850 -1.02882 -2.81365
H -3.62979 -1.60746 -1.67876
H 5.03973 2.08443 0.98839
H 4.90507 0.94590 -0.39446
H 4.13381 2.55210 -0.49853
H 4.41415 0.85812 2.73690
H 2.73357 0.52069 3.28511
H 3.63449 -0.70788 2.37167
F -2.40429 1.34258 2.94316
C -2.07670 0.20901 3.64008
F -2.73696 0.22659 4.81840
F -2.55771 -0.83759 2.89418
C -0.53592 0.10352 3.80762
O 0.06696 0.04408 2.56517
C -0.02838 1.36325 4.54286
F -0.60485 1.55960 5.74716
F 1.32247 1.29815 4.73431
F -0.25281 2.47064 3.77728
C -0.15386 -1.19056 4.57117
F -0.60156 -1.20779 5.85014
F -0.65390 -2.28126 3.92772
F 1.19790 -1.33745 4.58273


No. 4
60
Properties=species:S:1:pos:R:3 method="wB97M-V/def2-TZVPD" energy_ev=-49950.915 homo_lumo_gap_ev=7.964 max_force_ev_per_a=0.97 relative_energy_kcal_mol=0.0
C -1.10545 -0.43525 3.38567
C 0.24626 -1.00392 2.98368
O 0.13911 -1.75449 1.76892
C -0.39460 -2.98261 1.85235
O -0.58847 -3.55878 2.89642
C -0.65663 -3.55045 0.52805
C -0.70787 -4.90102 0.23770
C -0.49855 -6.08266 1.10912
N -0.97414 -5.01956 -1.08984
C -1.12742 -3.78991 -1.66818
C -1.44543 -3.65220 -3.11081
C -0.92954 -2.85091 -0.68804
S -1.11468 -1.09284 -0.87552
O -1.87417 -0.56403 0.21611
O -1.59536 -0.83138 -2.20316
N 0.42123 -0.47229 -0.75869
C 1.29417 -0.64168 -1.90105
C 1.02645 0.45017 -2.96347
N 0.91944 1.80805 -2.47915
C 1.97900 2.19901 -1.56901
C 1.90462 3.70883 -1.31716
N 0.62343 4.05040 -0.73064
C 0.44205 3.91965 0.63677
C -0.68072 3.30852 1.21269
C -0.86433 3.25319 2.58088
C 0.06613 3.79850 3.44695
C 1.17960 4.42616 2.91591
C 1.34410 4.49015 1.54941
F 2.44108 5.16484 1.10239
C -0.43004 3.65145 -1.64021
C -0.39053 2.15042 -1.94116
H -1.57438 0.01057 2.51134
H -1.74800 -1.22814 3.76016
H -0.97307 0.31560 4.15899
H 0.95511 -0.20441 2.75709
H 0.65124 -1.65381 3.76692
H -1.35347 -6.75502 1.04976
H 0.39192 -6.63509 0.80794
H -0.38494 -5.75113 2.13643
H -1.07166 -5.89593 -1.57885
H -1.64496 -2.60760 -3.32953
H -2.32268 -4.24558 -3.36552
H -0.61208 -3.99576 -3.72483
H 0.80870 -0.73647 0.13323
H 1.14764 -1.62730 -2.36462
H 2.32759 -0.57603 -1.55464
H 0.09442 0.21255 -3.47626
H 1.84940 0.41247 -3.68741
H 2.93897 1.95047 -2.02949
H 1.90350 1.68178 -0.59654
H 2.72698 4.01463 -0.67614
H 1.98841 4.24034 -2.26932
H -1.42340 2.84693 0.58397
H -1.74522 2.76533 2.96973
H -0.07177 3.74795 4.51548
H 1.92277 4.88806 3.54750
H -1.40053 3.94135 -1.23763
H -0.26504 4.20351 -2.57119
H -1.14274 1.90301 -2.69234
H -0.62143 1.58236 -1.03114


No. 5
65
Properties=species:S:1:pos:R:3 method="wB97M-V/def2-TZVPD" energy_ev=-81718.015 multiplicity=3 total_charge=+2 homo_lumo_gap_ev="6.989 / 7.941" max_force_ev_per_a=0.33 relative_energy_kcal_mol=1.5
Ti -1.07675 -0.08538 -0.37174
C -2.03204 -1.70802 2.41907
C -3.00260 -2.04589 1.32842
C -4.08825 -2.87454 1.59376
C -4.96365 -3.19002 0.57855
C -4.72832 -2.66729 -0.68815
C -3.63628 -1.84518 -0.89287
N -2.78311 -1.53408 0.10988
Sb -3.34683 -1.08567 -2.89681
C -3.25895 0.96416 -2.18847
C -3.98585 1.89324 -2.90978
C -4.17338 3.16723 -2.38288
C -3.66318 3.45409 -1.13426
C -2.93374 2.48225 -0.45640
C -2.37392 2.75494 0.91049
N -2.71798 1.27566 -0.99202
C -1.28445 -1.72843 -2.94312
C -0.84593 -2.42214 -4.05378
C 0.42952 -2.98248 -4.03834
C 1.21063 -2.84349 -2.91063
C 0.71474 -2.12999 -1.82379
C 1.52824 -1.92268 -0.58242
N -0.50504 -1.58626 -1.85424
H -2.53888 -1.22376 3.25493
H -1.24158 -1.04186 2.06517
H -1.55494 -2.61144 2.80205
H -4.22692 -3.26206 2.59403
H -5.81458 -3.83307 0.75947
H -5.39491 -2.90225 -1.50745
H -4.41761 1.62878 -3.86608
H -4.73334 3.91061 -2.93453
H -3.82215 4.41911 -0.67225
H -1.54293 3.46134 0.86641
H -2.02943 1.83625 1.39286
H -3.13776 3.19629 1.55047
H -1.48413 -2.53340 -4.92028
H 0.79662 -3.52722 -4.89800
H 2.20059 -3.27580 -2.85696
H 1.92848 -2.86789 -0.21558
H 0.93772 -1.48944 0.23474
H 2.37400 -1.25621 -0.75929
N 0.65782 0.48253 2.45118
N 1.03640 1.81426 2.22127
C 1.13707 2.25702 0.95538
N 1.75398 3.41044 0.75297
N 0.51127 1.51885 0.01455
N 0.63895 1.86418 -1.29891
O -0.08302 1.13164 -1.99454
O 1.35172 2.72823 -1.74401
H 0.15509 0.45300 3.33039
H 1.50767 -0.08005 2.52964
H 1.68742 2.22301 2.87929
H 2.29099 3.81979 1.50043
H 1.93776 3.70527 -0.19397
C 7.39279 -0.14958 2.94195
N 5.97176 -0.10593 2.63662
C 5.44681 0.40842 1.52716
N 6.28209 0.95041 0.63460
S 3.77037 0.38241 1.23774
H 7.52371 -0.61907 3.91176
H 7.81356 0.85592 2.99436
H 7.93930 -0.73937 2.20352
H 5.31754 -0.53208 3.26939
H 7.28160 0.93975 0.74750
H 5.89623 1.31292 -0.21847


No. 6
55
Properties=species:S:1:pos:R:3 method="wB97M-V/def2-TZVPD" energy_ev=-37199.904 total_charge=-1 homo_lumo_gap_ev=7.074 max_force_ev_per_a=3.94
C -0.94037 -0.15060 -0.40856
Si -2.65686 0.55848 0.12174
C -3.69392 -0.96788 0.63965
C -2.42104 1.77545 1.57126
C -0.88941 2.25031 1.79077
C -0.13611 1.47072 2.93907
C 1.14442 0.63807 2.51747
C 2.06605 1.30827 1.42767
C 3.52805 0.70263 1.36232
C 3.76260 -0.40445 0.25137
C 2.46185 -1.14920 -0.23679
C 2.74335 -2.51623 -0.99127
C 3.44367 -2.27334 -2.35916
N 3.84612 -2.04317 -3.40978
C 3.49207 -3.59837 -0.10396
C 3.19967 -3.42005 1.42857
N 3.26714 -3.00570 2.49930
C 3.01043 -5.08827 -0.44859
O 1.99929 -5.52619 0.14534
O 3.67034 -5.78957 -1.31348
C -3.33278 1.40393 -1.47563
C -3.16688 2.85613 -1.62471
C -3.66280 3.46237 -2.89226
C -4.28474 2.61256 -3.93422
C -4.43297 1.15490 -3.73288
C -3.95339 0.51917 -2.47580
H -1.18903 -0.97690 -1.14297
H -0.43162 0.68713 -0.96227
H -0.36699 -0.52484 0.47549
H -4.79789 -0.77639 0.67841
H -3.38255 -1.22361 1.70034
H -3.39186 -1.82073 -0.02250
H -3.07559 2.69824 1.49829
H -2.71543 1.27995 2.54408
H -0.97944 3.32767 2.13432
H -0.37481 2.27813 0.79788
H 0.19054 2.17581 3.76208
H -0.85608 0.74184 3.42488
H 1.78424 0.54959 3.45185
H 0.86709 -0.43280 2.27493
H 1.52950 1.30435 0.43023
H 2.18600 2.40712 1.69020
H 3.80413 0.33733 2.38845
H 4.24269 1.54959 1.12221
H 4.45223 -1.18375 0.69797
H 4.27728 0.03298 -0.65553
H 1.71652 -1.37826 0.56600
H 1.94013 -0.44644 -0.95721
H 1.73012 -2.95971 -1.23143
H 4.59330 -3.49438 -0.33052
H -2.69531 3.52620 -0.86752
H -3.51995 4.56047 -3.02703
H -4.65250 3.06643 -4.88452
H -4.87735 0.49614 -4.51477
H -4.07116 -0.58110 -2.32877


No. 7
58
Properties=species:S:1:pos:R:3 method="wB97M-V/def2-TZVPD" energy_ev=-106561.100 total_charge=+3 homo_lumo_gap_ev="4.761 / 4.758" max_force_ev_per_a=2.13
Ru -0.33270 0.29720 -1.46624
C 2.81671 0.02792 -1.02236
O 1.68640 0.71236 -1.63064
C 1.79857 2.16920 -1.70884
C 0.91244 2.80835 -0.66003
O -0.43036 2.26005 -0.75310
C -1.35673 2.91230 -1.66685
C -2.61732 2.07594 -1.68845
O -2.25066 0.71349 -2.06101
C -3.39377 -0.19475 -2.20218
H 3.72310 0.30969 -1.55415
H 2.88461 0.29959 0.03268
H 2.63162 -1.03617 -1.14445
H 2.84128 2.45896 -1.58249
H 1.49362 2.44053 -2.72194
H 1.24173 2.57014 0.35211
H 0.87899 3.89144 -0.78272
H -1.57578 3.91657 -1.29999
H -0.90763 2.98094 -2.66397
H -3.11178 2.05042 -0.72124
H -3.30584 2.46197 -2.44100
H -4.30670 0.39520 -2.17955
H -3.30163 -0.70211 -3.15725
H -3.37698 -0.90279 -1.37647
Se -0.60581 -0.93729 -4.44612
N -0.23855 -1.38673 -2.70026
C 0.07947 -2.68221 -2.67807
C 0.51222 -3.46590 -1.57408
C 0.76771 -4.79033 -1.76543
C 0.62840 -5.43487 -3.03518
C 0.25723 -4.72854 -4.12831
C -0.01103 -3.33104 -3.97926
N -0.34531 -2.56411 -4.99329
H 0.66942 -3.02823 -0.59974
H 1.10343 -5.38602 -0.92623
H 0.84395 -6.49131 -3.10991
H 0.16316 -5.16890 -5.11121
C 0.92503 1.96684 6.04266
C 0.58055 1.32558 4.76169
C 1.18413 0.12279 4.37262
C 0.85858 -0.47718 3.22267
C 1.51588 -1.77367 2.83468
C -0.10917 0.19069 2.35292
Te -0.45565 -0.86907 0.65581
C -0.78595 1.37773 2.75951
C -1.96890 1.92025 2.01276
C -0.41727 1.91977 3.93270
H 1.69692 1.43717 6.59123
H 0.02842 2.04751 6.66750
H 1.23883 3.00200 5.86994
H 1.92252 -0.31579 5.02927
H 2.15646 -2.11809 3.64283
H 2.13963 -1.67932 1.94351
H 0.77749 -2.56648 2.66597
H -1.95559 1.58278 0.98672
H -1.98278 3.00916 2.02675
H -2.89202 1.57064 2.47714
H -0.92258 2.80576 4.29835


No. 8
58
Properties=species:S:1:pos:R:3 method="wB97M-V/def2-TZVPD" energy_ev=-45744.401 homo_lumo_gap_ev=7.750 max_force_ev_per_a=1.04 relative_energy_kcal_mol=22.8
C -7.95749 2.95565 1.52952
O -6.54097 3.01081 1.59984
C -5.88507 2.19945 0.75640
O -6.44142 1.47210 -0.02629
C -4.40956 2.31426 0.89818
C -3.82082 3.38998 1.56814
C -2.45023 3.48349 1.61775
C -1.63395 2.50703 1.03617
C -0.17260 2.64507 1.10999
O 0.63183 1.92757 0.53468
O 0.22526 3.65728 1.88546
C 1.62751 3.84160 2.00105
C -2.23072 1.39814 0.39129
N -1.43384 0.44893 -0.20014
C -1.69434 -0.89320 -0.35641
S -2.86359 -1.67469 0.51514
N -0.91001 -1.53444 -1.24785
C -0.71400 -2.96532 -1.17747
C 0.63333 -3.25697 -0.51485
C 1.78243 -2.58394 -1.28586
N 3.05050 -2.96364 -0.70363
C 4.17480 -3.16640 -1.58877
C 5.01919 -1.90974 -1.83346
C 5.50406 -1.36266 -0.49437
C 4.30687 -1.09640 0.41352
C 3.45566 -2.36821 0.55144
C 1.48611 -1.07555 -1.40293
C 0.10896 -0.88402 -2.04169
C -3.62388 1.33643 0.31455
H -8.30703 1.93936 1.72268
H -8.30022 3.26038 0.53828
H -8.32733 3.63907 2.28955
H -4.44322 4.14322 2.02242
H -1.97962 4.32084 2.10800
H 2.09583 2.94721 2.41756
H 2.06696 4.04414 1.02191
H 1.76698 4.69007 2.66554
H -0.44940 0.72614 -0.21579
H -1.53108 -3.40082 -0.60140
H -0.73760 -3.37217 -2.19286
H 0.80623 -4.33201 -0.48011
H 0.60360 -2.88692 0.51080
H 1.77771 -2.99993 -2.30182
H 3.81184 -3.57124 -2.53600
H 4.81723 -3.92560 -1.12423
H 4.42288 -1.15331 -2.34759
H 5.86759 -2.16139 -2.47248
H 6.07948 -0.44589 -0.64154
H 6.15949 -2.09965 -0.02333
H 3.71098 -0.28369 -0.00318
H 4.64614 -0.78890 1.40476
H 2.56965 -2.16101 1.15214
H 4.05023 -3.12120 1.08487
H 2.23952 -0.58444 -2.01928
H 1.49215 -0.61369 -0.41480
H -0.12639 0.17232 -2.17666
H 0.09813 -1.35791 -3.03036
H -4.10471 0.52442 -0.20649